Entry from the OMol25 dataset: one molecule with the formula C4H6N2O2 in a non-equilibrium geometry (ωB97M-V/def2-TZVPD).

Last column: Löwdin charge in e.
CARTESIAN COORDINATES (ANGSTROEM)
C (-2.659, -0.189, -0.079)  -0.12
C (1.485, 0.844, -0.009)  -0.49
C (1.001, -0.593, 0.263)  -0.28
N (2.714, 0.846, -0.557)  0.18
C (-0.455, -0.753, 0.438)  -0.10
N (-1.256, -0.052, -0.231)  0.01
O (0.839, 1.827, 0.264)  0.08
O (1.792, -1.506, 0.351)  0.11
H (3.184, 1.715, -0.750)  0.12
H (3.207, -0.026, -0.663)  0.10
H (-0.763, -1.527, 1.158)  0.13
H (-2.960, -0.941, 0.663)  0.08
H (-3.047, 0.791, 0.204)  0.09
H (-3.084, -0.434, -1.053)  0.09

Cartesian forces (eV/Å) of the 6 atoms listed first:
C -0.53 -0.20 0.11
C 0.32 0.15 -0.20
C 0.39 0.09 -0.11
N 0.37 -0.08 -0.20
C -0.74 -0.45 0.39
N 1.00 0.18 -0.23

Results
Structure (SMILES)   C/N=C/C(=O)C(N)=O
LUMO energy   -0.3 eV
Strongest force on any atom   1.0 eV Å⁻¹
E   -11319.8519 eV